{"formula": "C49H84BNO3S", "method": "ωB97M-V/def2-TZVPD", "species": ["C", "O", "B", "O", "C", "C", "C", "C", "C", "C", "C", "C", "C", "C", "O", "N", "C", "C", "C", "C", "C", "C", "C", "C", "C", "C", "C", "C", "C", "C", "S", "H", "H", "H", "H", "H", "H", "H", "H", "H", "H", "H", "H", "H", "H", "H", "H", "H", "H", "H", "H", "H", "H", "H", "H", "H", "H", "H", "H", "C", "C", "C", "C", "C", "C", "H", "H", "H", "H", "H", "H", "H", "H", "H", "H", "H", "H", "H", "H", "C", "C", "C", "C", "C", "C", "H", "H", "H", "H", "H", "H", "H", "H", "H", "H", "H", "H", "H", "H", "C", "C", "C", "C", "C", "C", "H", "H", "H", "H", "H", "H", "H", "H", "H", "H", "H", "H", "H", "H", "C", "C", "C", "C", "C", "C", "H", "H", "H", "H", "H", "H", "H", "H", "H", "H", "H", "H", "H", "H"], "coordinates": [[-4.43883, 7.22703, -1.99793], [-3.17940, 7.59364, -2.62082], [-2.03825, 7.12247, -1.87471], [-1.01450, 8.11880, -1.57826], [-1.84845, 5.55513, -1.41544], [-1.87584, 5.19261, 0.10721], [-1.73032, 3.69761, 0.47740], [-1.58392, 2.61537, -0.64610], [-1.54057, 3.01153, -2.16730], [-1.68686, 4.50772, -2.55667], [-1.68168, 4.86202, -4.12129], [-0.32238, 5.66174, -4.56097], [0.44700, 4.86279, -5.74436], [1.53637, 3.80310, -5.17443], [2.75678, 3.76985, -5.99464], [-1.47882, 1.16419, -0.35234], [-2.89473, 0.74859, 0.03941], [-3.55027, 0.02240, -1.22416], [-4.42605, 0.88819, -2.18448], [-5.01545, 0.17913, -3.43008], [-4.72306, -1.32305, -3.66127], [-5.30837, -2.03380, -4.98715], [-3.87369, -2.18398, -2.66198], [-3.27154, -1.48863, -1.40749], [-0.51425, 0.86686, 0.73078], [0.49645, -0.29789, 0.45535], [1.56559, -0.68247, 1.54684], [1.52980, 0.11230, 2.88577], [0.54691, 1.27519, 3.19652], [-0.47119, 1.64888, 2.09439], [-1.70643, 3.04268, 2.22897], [-5.07442, 8.15553, -1.73244], [-4.34100, 6.62312, -1.03453], [-5.01818, 6.60108, -2.77769], [-1.03883, 8.72857, -2.36163], [-2.00716, 5.97854, 0.91695], [-1.40037, 2.18523, -2.94985], [-2.63052, 5.46762, -4.34893], [-1.64308, 3.87266, -4.71857], [-0.70475, 6.63387, -5.05397], [0.35352, 5.88577, -3.65993], [-0.30397, 4.33077, -6.43459], [0.99228, 5.64038, -6.39743], [1.87426, 4.08879, -4.11075], [1.13631, 2.71980, -5.21567], [3.14649, 4.67452, -6.00553], [-2.91944, 0.12635, 0.99743], [-3.55146, 1.67749, 0.25394], [-4.62669, 1.99830, -2.04760], [-5.65427, 0.73968, -4.20477], [-4.92505, -1.40662, -5.88260], [-6.44587, -2.06051, -5.05178], [-4.81297, -3.06305, -5.08312], [-3.63794, -3.28920, -2.81257], [-2.62309, -2.05913, -0.66160], [0.46304, -0.82226, -0.55277], [2.28529, -1.52663, 1.30181], [2.27601, -0.17197, 3.70741], [0.52161, 1.87663, 4.16384], [4.39426, -2.34009, 5.51484], [3.43551, -3.23229, 6.29193], [2.05480, -2.60403, 6.48822], [2.04070, -1.30770, 7.30557], [2.63208, -1.42149, 8.71206], [1.86786, -2.38715, 9.60670], [4.58718, -1.40106, 6.03936], [5.35369, -2.84516, 5.37840], [3.99108, -2.10617, 4.52529], [3.87919, -3.49641, 7.25670], [3.31383, -4.17330, 5.74364], [1.39747, -3.34074, 6.96131], [1.61491, -2.39644, 5.50441], [1.00442, -0.95973, 7.38303], [2.57922, -0.52527, 6.76009], [2.61657, -0.42934, 9.17566], [3.68426, -1.71880, 8.66312], [0.82431, -2.07816, 9.71010], [2.31367, -2.40983, 10.60475], [1.88863, -3.40658, 9.21350], [0.18137, -5.37596, -9.18595], [-0.77082, -6.27741, -8.41147], [-2.15485, -5.65870, -8.20914], [-2.17495, -4.36656, -7.38531], [-1.57975, -4.48379, -5.98071], [-2.33616, -5.45844, -5.08930], [0.36967, -4.43842, -8.65732], [1.14344, -5.87487, -9.32635], [-0.22466, -5.13968, -10.17321], [-0.32400, -6.54343, -7.44866], [-0.88805, -7.21629, -8.96381], [-2.80665, -6.40177, -7.73822], [-2.59800, -5.44902, -9.19060], [-3.21332, -4.02517, -7.30374], [-1.64259, -3.57844, -7.92790], [-1.60028, -3.49388, -5.51206], [-0.52597, -4.77446, -6.03331], [-3.38066, -5.15366, -4.97894], [-1.88726, -5.48247, -4.09241], [-2.30507, -6.47649, -5.48521], [-0.21083, -7.63698, 3.35319], [1.25026, -7.65838, 2.92442], [2.03612, -6.43686, 3.40345], [1.54691, -5.09279, 2.85338], [1.52986, -4.98328, 1.32810], [2.91152, -5.11495, 0.70277], [-0.74280, -6.78046, 2.93209], [-0.71831, -8.54203, 3.01028], [-0.29504, -7.59373, 4.44241], [1.31282, -7.75333, 1.83606], [1.72113, -8.55741, 3.33718], [3.09130, -6.57437, 3.14545], [1.99740, -6.39586, 4.49926], [2.18678, -4.30018, 3.25877], [0.54009, -4.88747, 3.23177], [1.11478, -4.00650, 1.05631], [0.85763, -5.73117, 0.89614], [3.58589, -4.34287, 1.08354], [2.84672, -5.00104, -0.38277], [3.35652, -6.09223, 0.90526], [1.28734, 5.79989, 1.30356], [1.55043, 4.98030, 2.55888], [1.15602, 5.70713, 3.84523], [1.92796, 7.00147, 4.12350], [3.44790, 6.84546, 4.20194], [3.89904, 5.93820, 5.33784], [1.87307, 6.72269, 1.29351], [1.55937, 5.22629, 0.41394], [0.23051, 6.06205, 1.22618], [2.60392, 4.68509, 2.59070], [0.97422, 4.05061, 2.49566], [1.27943, 5.02015, 4.68929], [0.08555, 5.94544, 3.80550], [1.56506, 7.42394, 5.06748], [1.68991, 7.74220, 3.35301], [3.89068, 7.83633, 4.34962], [3.84484, 6.47246, 3.25274], [3.55527, 6.32227, 6.30204], [4.99070, 5.88346, 5.36610], [3.52121, 4.91981, 5.21733]], "forces_ev_per_angstrom": [[-1.6, -0.4, -0.5], [1.1, -0.9, 2.2], [0.5, 1.2, 0.0], [-1.7, -1.7, -2.1], [-0.1, -2.1, 0.9], [0.5, -3.4, -3.0], [0.3, 0.1, -3.3], [0.5, 3.3, -1.9], [-0.4, 2.7, 3.2], [-0.2, -1.9, 2.9], [0.8, -0.2, 1.1], [-1.1, 0.0, -1.2], [0.4, 0.2, 0.5], [0.2, 0.2, -0.3], [-0.8, 0.8, 0.5], [-0.4, 1.7, 2.2], [-1.6, -0.2, -0.8], [-1.0, -0.9, -1.1], [0.6, -4.4, -1.3], [2.2, -1.9, 2.4], [0.6, 0.5, 1.9], [1.4, 0.9, 0.2], [-0.3, 4.1, 1.0], [-2.4, 2.2, -3.3], [3.0, -1.4, 2.1], [0.3, 2.2, 3.5], [-3.6, 3.3, 0.2], [-1.5, 0.4, -1.7], [-0.5, -1.7, -3.9], [1.8, -2.4, -1.5], [1.1, -0.4, -1.5], [1.3, -1.3, -0.6], [0.1, 0.7, -1.4], [0.7, 0.9, 1.4], [-0.1, -0.3, 1.3], [0.2, -1.2, -1.3], [-0.3, 1.4, 1.4], [1.5, -0.9, 0.1], [-0.5, 1.6, 1.1], [0.9, -1.3, 1.0], [-1.0, -0.3, -1.4], [1.1, 0.8, 1.1], [-0.6, -1.2, 1.0], [-0.9, -0.5, -1.4], [0.6, 1.8, 0.3], [-0.5, -1.0, 0.1], [0.3, 0.6, -1.5], [1.2, -1.4, -0.3], [0.5, -1.7, 0.1], [1.1, -1.0, 1.4], [-0.7, -1.0, 1.3], [1.6, -0.1, 0.3], [-1.1, 1.4, 0.1], [-0.6, 1.7, -0.1], [-1.1, 1.0, -1.2], [0.0, 0.8, 1.5], [-1.0, 1.4, 0.7], [-1.2, 0.5, -1.4], [0.3, -1.1, -1.5], [0.1, -0.1, 0.1], [-0.1, 0.0, -0.1], [-0.1, 0.0, 0.1], [0.1, 0.0, -0.1], [-0.1, 0.1, 0.0], [0.1, -0.1, 0.1], [0.0, 0.0, -0.1], [0.0, 0.1, -0.1], [0.0, 0.0, 0.0], [-0.1, 0.0, 0.0], [0.0, 0.0, 0.1], [0.0, 0.0, 0.0], [0.0, 0.0, 0.0], [0.0, 0.0, 0.0], [0.0, 0.0, 0.0], [0.0, 0.0, -0.1], [0.0, 0.0, 0.0], [0.0, -0.1, 0.0], [-0.1, 0.0, 0.0], [0.0, 0.1, 0.0], [0.1, -0.1, 0.1], [-0.1, 0.0, -0.1], [-0.1, 0.0, 0.1], [0.1, 0.0, -0.1], [-0.1, 0.1, 0.0], [0.2, 0.0, 0.2], [0.0, 0.0, -0.1], [0.0, 0.1, 0.0], [0.0, 0.0, 0.1], [-0.1, 0.0, 0.0], [0.0, 0.0, 0.1], [0.0, 0.0, 0.0], [0.1, 0.0, 0.1], [0.0, 0.0, 0.0], [0.0, 0.0, 0.0], [0.0, 0.0, 0.0], [0.0, 0.0, 0.0], [0.0, -0.1, 0.0], [-0.1, 0.0, 0.0], [-0.1, 0.1, 0.0], [-0.1, -0.1, -0.1], [0.0, 0.0, 0.2], [0.1, 0.0, -0.1], [-0.1, 0.0, 0.0], [0.0, 0.1, 0.1], [-0.1, 0.0, -0.2], [0.0, 0.0, 0.1], [0.0, 0.1, 0.1], [0.0, 0.0, -0.1], [0.0, 0.0, 0.0], [0.0, 0.1, -0.1], [0.0, 0.0, 0.0], [0.0, 0.0, -0.1], [0.0, 0.0, 0.0], [0.1, 0.0, 0.0], [0.0, -0.1, 0.0], [0.0, 0.0, 0.1], [0.0, -0.1, 0.0], [0.1, 0.0, 0.1], [0.0, 0.1, 0.0], [0.2, 0.0, 0.0], [-0.1, 0.0, 0.0], [0.0, 0.0, 0.0], [0.0, 0.0, -0.1], [-0.1, 0.1, 0.1], [0.2, -0.1, 0.0], [0.0, 0.0, 0.0], [-0.1, 0.1, 0.0], [0.1, 0.0, 0.0], [0.0, 0.0, 0.1], [0.1, 0.1, 0.0], [0.0, 0.0, 0.0], [0.1, 0.0, 0.0], [0.0, 0.0, 0.0], [0.0, 0.0, 0.0], [0.0, 0.0, -0.1], [-0.1, 0.0, 0.0], [0.0, -0.1, 0.0], [-0.1, 0.0, 0.1], [0.0, 0.1, 0.0]], "homo_energy_ev": -8.100, "smiles": "COB(O)c1cc2c(cc1CCCCO)N(Cc1ccc(C)cc1)c1ccccc1S2.CCCCCC.CCCCCC.CCCCCC.CCCCCC", "gap_ev": 8.328, "energy_ha": -2620.6000}